The following is a quantum chemistry calculation of a cluster of 12 separate species, C46H94O12 in total in a non-equilibrium geometry, from the Open Molecules 2025 dataset.

- E_HOMO: -9.251 eV
- SMILES: C1CCOC1.C1CCOC1.C1CCOC1.C1CCOC1.C1CCOC1.C1CCOC1.C1CCOC1.C1CCOC1.C1CCOC1.C1CCOC1.C1CCOC1.CCO
- Relative energy (zero: lowest compared OMol25 entry of this formula, charge and spin): 3.506 eV
- Total energy: -2711.59091 Eh
- Max |F|: 3.45 eV Å⁻¹

Structure (ORCA input):
```
! wB97M-V def2-TZVPD RIJCOSX def2/J DEFGRID3
* xyz 0 1
C -3.85 5.39 5.17
C -4.48 6.22 4.11
C -4.26 5.46 2.86
O -4.18 4.08 3.24
C -4.15 3.96 4.66
H -4.31 5.69 6.12
H -2.78 5.61 5.14
H -4.02 7.21 4.16
H -5.54 6.35 4.32
H -3.30 5.83 2.53
H -5.01 5.56 2.07
H -3.43 3.21 5.00
H -5.16 3.61 4.91
C -2.60 -6.66 -5.18
C -3.07 -5.28 -4.81
C -2.34 -4.96 -3.52
O -1.30 -5.93 -3.37
C -1.62 -7.11 -4.17
H -2.11 -6.56 -6.15
H -3.43 -7.35 -5.33
H -4.15 -5.32 -4.65
H -2.85 -4.51 -5.55
H -3.00 -5.14 -2.67
H -2.23 -3.88 -3.39
H -2.21 -7.78 -3.55
H -0.83 -7.60 -4.74
C 2.45 0.34 6.87
C 3.54 -0.42 7.61
C 3.63 0.24 9.06
O 2.75 1.37 8.98
C 2.46 1.71 7.59
H 1.44 -0.07 6.93
H 2.70 0.42 5.82
H 4.51 -0.17 7.17
H 3.54 -1.51 7.51
H 4.66 0.54 9.25
H 3.38 -0.48 9.84
H 3.20 2.43 7.24
H 1.51 2.24 7.52
C 6.14 -2.37 2.92
C 6.85 -2.64 1.60
C 8.31 -2.78 2.05
O 8.23 -3.37 3.35
C 6.86 -3.35 3.81
H 5.07 -2.50 2.78
H 6.30 -1.37 3.31
H 6.57 -1.91 0.85
H 6.58 -3.63 1.23
H 8.80 -1.80 2.04
H 8.80 -3.38 1.29
H 6.76 -3.15 4.88
H 6.47 -4.34 3.58
C -5.92 -0.83 -3.78
C -6.34 -0.77 -5.23
C -6.05 0.64 -5.66
O -4.85 0.90 -4.92
C -4.74 0.13 -3.77
H -5.57 -1.83 -3.54
H -6.78 -0.64 -3.14
H -7.39 -0.95 -5.47
H -5.79 -1.51 -5.81
H -6.94 1.23 -5.47
H -5.95 0.66 -6.75
H -4.80 0.77 -2.88
H -3.78 -0.37 -3.75
C -1.03 0.23 2.32
C -1.82 -0.41 1.30
C -0.85 -0.31 0.05
O 0.40 -0.59 0.61
C 0.45 -0.19 2.02
H -1.40 -0.10 3.28
H -1.08 1.32 2.29
H -2.77 0.10 1.18
H -1.99 -1.45 1.57
H -0.93 0.66 -0.43
H -1.08 -0.94 -0.82
H 1.05 0.71 2.12
H 0.79 -1.05 2.61
C 0.10 3.90 -5.82
C 1.04 2.80 -5.64
C 2.35 3.52 -5.73
O 2.13 4.55 -6.71
C 0.73 4.72 -6.90
H -0.04 4.46 -4.90
H -0.90 3.60 -6.13
H 0.94 2.02 -6.40
H 0.85 2.28 -4.70
H 3.05 2.86 -6.25
H 2.72 4.04 -4.85
H 0.44 4.41 -7.90
H 0.51 5.77 -6.71
C 0.95 6.84 -1.55
C 0.62 8.11 -0.82
C 0.80 7.73 0.66
O 0.43 6.33 0.71
C 0.29 5.85 -0.57
H 2.00 6.54 -1.53
H 0.74 6.85 -2.61
H -0.40 8.45 -1.01
H 1.24 8.97 -1.05
H 0.23 8.41 1.30
H 1.85 7.88 0.91
H -0.79 5.88 -0.72
H 0.48 4.80 -0.75
C 4.65 -3.04 -4.71
C 3.45 -2.44 -4.05
C 3.19 -3.37 -2.95
O 3.68 -4.66 -3.31
C 4.40 -4.60 -4.61
H 5.61 -2.90 -4.22
H 4.80 -2.74 -5.75
H 2.63 -2.48 -4.77
H 3.61 -1.39 -3.81
H 2.18 -3.55 -2.59
H 3.88 -3.00 -2.19
H 3.66 -4.97 -5.31
H 5.36 -5.11 -4.70
C -7.19 -2.18 2.45
C -7.40 -1.90 3.97
C -7.69 -3.25 4.59
O -7.70 -4.25 3.53
C -7.04 -3.71 2.42
H -6.30 -1.75 2.01
H -8.05 -1.86 1.87
H -8.32 -1.34 4.16
H -6.70 -1.31 4.57
H -8.62 -3.24 5.16
H -6.83 -3.39 5.25
H -7.43 -4.22 1.54
H -5.99 -4.02 2.50
C 4.48 2.69 0.58
C 5.55 3.83 0.40
C 5.66 3.88 -1.11
O 5.38 2.50 -1.56
C 4.39 1.94 -0.73
H 3.57 3.17 0.94
H 4.78 2.00 1.38
H 6.53 3.54 0.79
H 5.27 4.78 0.85
H 6.60 4.08 -1.63
H 4.92 4.48 -1.64
H 4.55 0.86 -0.69
H 3.46 1.96 -1.28
C -0.25 -5.56 1.52
C -0.10 -6.83 0.67
O -1.45 -7.15 0.31
H 0.70 -5.16 1.89
H -1.01 -5.75 2.28
H -0.67 -4.80 0.86
H 0.36 -7.69 1.14
H 0.58 -6.67 -0.17
H -1.62 -6.56 -0.43
*
```

Here are the Mulliken charges for atoms 1 to 5, given in e: -0.470 -0.587 -0.280 -0.383 -0.408

---

The following is a quantum chemistry calculation of the ion C7H12 with charge +1 in a non-equilibrium geometry, from the Open Molecules 2025 dataset.

- E_HOMO (spin up / spin down): -14.455 / -15.053 eV
- Relative energy (zero: lowest compared OMol25 entry of this formula, charge and spin): 1.149 eV
- Total energy: -273.53639 Eh
- Max |F|: 2.35 eV Å⁻¹

Structure (ORCA input):
```
! wB97M-V def2-TZVPD RIJCOSX def2/J DEFGRID3
* xyz 1 2
C 0.13 -0.17 2.33
C -0.22 -0.66 0.93
C 0.57 -0.09 -0.19
C 0.10 0.07 -1.47
C -1.23 0.04 -1.97
C -2.30 0.83 -1.75
C 2.04 0.10 0.06
H -0.60 -0.32 3.17
H 0.31 0.92 2.38
H 1.02 -0.64 2.71
H 0.08 -1.69 1.13
H -1.28 -0.78 0.69
H 0.79 0.30 -2.27
H -1.37 -0.67 -2.81
H -3.30 0.63 -2.08
H -2.21 1.81 -1.24
H 2.79 0.00 -0.76
H 2.31 -0.73 0.69
H 2.38 1.06 0.47
*
```

Here are the natural (NBO) charges for atoms 1 to 5, given in e: -0.618 -0.516 0.295 -0.072 -0.246

---

The following is a quantum chemistry calculation of a cluster of 2 separate species, C12H17N in total in a non-equilibrium geometry, from the Open Molecules 2025 dataset.

- E_HOMO: -7.901 eV
- SMILES: Cc1c[nH]c2ccccc12.CCC
- Relative energy (zero: lowest compared OMol25 entry of this formula, charge and spin): 0.707 eV
- Total energy: -522.19429 Eh
- Max |F|: 1.63 eV Å⁻¹

Structure (ORCA input):
```
! wB97M-V def2-TZVPD RIJCOSX def2/J DEFGRID3
* xyz 0 1
C -0.52 3.08 -1.01
C 0.26 1.80 -1.05
C 0.27 0.91 -2.07
N 1.17 -0.13 -1.83
C 1.66 0.03 -0.56
C 2.45 -0.74 0.27
C 2.76 -0.36 1.57
C 2.19 0.82 2.08
C 1.32 1.55 1.30
C 1.16 1.27 -0.06
H -0.15 3.81 -1.71
H -0.56 3.46 0.01
H -1.55 2.89 -1.30
H -0.11 1.00 -3.07
H 1.11 -1.01 -2.31
H 2.94 -1.64 -0.09
H 3.45 -1.02 2.07
H 2.53 1.20 3.04
H 0.93 2.44 1.78
C -2.02 -0.55 0.78
C -1.94 -1.62 -0.33
C -1.80 -3.04 0.26
H -1.38 0.29 0.53
H -1.81 -0.96 1.77
H -3.04 -0.16 0.84
H -2.79 -1.68 -1.01
H -1.10 -1.37 -0.98
H -0.81 -3.37 0.55
H -2.50 -3.19 1.08
H -2.12 -3.70 -0.55
*
```

Here are the natural (NBO) charges for atoms 1 to 5, given in e: -0.631 -0.076 -0.037 -0.535 0.138